1.
The following is a DFT calculation (ωB97M-V/def2-TZVPD) of a molecular structure, C4H8OSn in a non-equilibrium geometry.

The value obtained for the maximum force is 3.33 eV/Å. The expectation value of S² is 0.755. The value obtained for the energy is -12116.605 eV. As for the spin multiplicity: 2. As for the total charge: +3. Its LUMO energy (spin up / spin down) is -0.63001 / -0.64686 Ha.

Element x y z (Å)
H  -1.129  -1.752  0.407
C  0.192  0.795  -0.857
H  1.862  0.812  0.265
H  0.814  0.562  -1.722
C  0.373  -0.462  1.146
H  0.285  -0.249  2.211
H  -0.222  1.760  -1.151
C  -0.974  -0.677  0.493
H  -1.832  -0.233  0.997
H  1.086  -1.262  0.948
C  0.792  0.831  0.473
O  -0.749  -0.256  -0.825
Sn  -1.048  -1.623  -3.385
H  0.550  1.755  0.999

Atom charges from the Löwdin analysis, given in e for atoms 1 to 5: atom 1 (H): 0.161, atom 2 (C): -0.104, atom 3 (H): 0.176, atom 4 (H): 0.172, atom 5 (C): -0.065

2.
The following is a DFT calculation (ωB97M-V/def2-TZVPD) of C4H8S in the gas phase in a non-equilibrium geometry.

The value obtained for the maximum force is 4.70 eV/Å. The value obtained for the energy relative to the best compared isomer or geometry (same formula, charge and spin) is 89.9 kcal/mol. The value obtained for the energy is -15108.486 eV. The SMILES is C=CCCS. As for the total charge: 0. Its LUMO energy is 0.02630 Ha.

Element x y z (Å)
H  -0.705  1.129  -1.460
H  -2.253  1.176  -0.164
H  2.374  -1.672  0.387
H  0.654  1.648  -0.010
C  -1.180  0.762  0.364
H  -1.715  -1.577  0.668
H  0.602  -1.351  -1.210
C  -0.030  0.723  -0.556
H  2.480  0.066  0.915
H  -0.916  0.967  1.425
C  2.042  -0.579  0.156
S  -2.149  -0.730  -0.088
C  0.797  -0.562  -0.427

Atom charges from the Löwdin analysis, given in e for atoms 1 to 5: atom 1 (H): 0.140, atom 2 (H): 0.077, atom 3 (H): 0.080, atom 4 (H): 0.163, atom 5 (C): -0.578

3.
The following is a DFT calculation (ωB97M-V/def2-TZVPD) of C4H8S2 in the gas phase in a non-equilibrium geometry.

The value obtained for the maximum force is 2.81 eV/Å. The value obtained for the energy relative to the best compared isomer or geometry (same formula, charge and spin) is 100.8 kcal/mol. The value obtained for the energy is -25944.044 eV. As for the total charge: 0. Its LUMO energy (spin up / spin down) is -0.00177 / 0.00841 Ha.

Element x y z (Å)
H  3.404  0.180  -0.247
C  1.077  -0.132  0.443
H  -2.134  -0.868  0.159
H  0.453  -2.488  0.389
C  -0.490  0.641  -1.315
H  -2.247  0.732  0.967
S  2.389  1.048  0.084
S  1.410  -1.719  -0.166
H  -0.706  -0.198  -1.958
C  -1.591  -0.133  0.865
H  -0.065  1.466  0.567
C  -0.326  0.465  0.191
H  -0.122  1.499  -1.836
H  -1.052  -0.493  1.859

Atom charges from the Löwdin analysis, given in e for atoms 1 to 5: atom 1 (H): -0.121, atom 2 (C): -0.972, atom 3 (H): 0.100, atom 4 (H): -0.125, atom 5 (C): 0.029

4.
The following is a DFT calculation (ωB97M-V/def2-TZVPD) of C4H8S3 in the gas phase in a non-equilibrium geometry.

The value obtained for the maximum force is 4.70 eV/Å. The value obtained for the energy relative to the best compared isomer or geometry (same formula, charge and spin) is 30.9 kcal/mol. The value obtained for the energy is -36781.911 eV. The SMILES is CSCSC(C)=S. As for the total charge: 0. Its LUMO energy is -0.00365 Ha.

Element x y z (Å)
C  0.288  -0.794  -1.556
C  -0.113  -0.305  -2.914
H  1.204  1.439  2.513
C  -0.266  -0.772  0.964
H  -0.229  2.025  3.416
H  0.615  0.516  -3.303
H  -0.099  2.086  1.549
S  1.383  -1.901  -1.234
S  -0.802  0.035  -0.408
H  -0.638  -1.746  1.119
H  -0.061  -1.197  -3.554
C  0.117  1.556  2.508
S  -0.966  -0.002  2.482
H  0.829  -1.004  1.134
H  -1.262  0.065  -2.716

Atom charges from the Löwdin analysis, given in e for atoms 1 to 5: atom 1 (C): -1.168, atom 2 (C): -0.220, atom 3 (H): 0.037, atom 4 (C): -0.975, atom 5 (H): 0.009

5.
The following is a DFT calculation (ωB97M-V/def2-TZVPD) of 2 unconnected molecules or ions with the total composition C4H8S3 in a non-equilibrium geometry.

The value obtained for the maximum force is 3.44 eV/Å. The value obtained for the energy relative to the best compared isomer or geometry (same formula, charge and spin) is 45.4 kcal/mol. The value obtained for the energy is -36781.282 eV. The SMILES is C=C1S[C@]1(C)S.S. As for the total charge: 0. Its LUMO energy is 0.02083 Ha.

Element x y z (Å)
H  0.770  0.596  -1.751
H  2.942  -0.540  0.754
S  -0.830  1.347  1.486
H  4.428  -0.575  -0.327
C  0.812  1.228  -0.920
S  -0.401  -1.611  1.031
H  1.246  2.204  -0.927
C  -1.067  -0.154  0.388
H  -2.220  0.197  -1.322
H  -3.186  0.120  0.120
S  4.124  0.031  0.817
C  -2.346  -0.284  -0.431
H  -1.581  -2.079  1.487
H  -2.680  -1.328  -0.465
C  -0.012  0.849  0.060

Atom charges from the Löwdin analysis, given in e for atoms 1 to 5: atom 1 (H): 0.051, atom 2 (H): -0.267, atom 3 (S): 0.876, atom 4 (H): -0.225, atom 5 (C): 0.015

6.
The following is a DFT calculation (ωB97M-V/def2-TZVPD) of 2 unconnected molecules or ions with the total composition C4H8Se2 in a non-equilibrium geometry.

The value obtained for the maximum force is 3.08 eV/Å. The value obtained for the energy relative to the best compared isomer or geometry (same formula, charge and spin) is 77.4 kcal/mol. The value obtained for the energy is -134964.650 eV. As for the total charge: 0. Its LUMO energy is -0.01947 Ha.

Element x y z (Å)
H  0.177  -2.845  -1.029
H  3.796  0.863  1.183
H  0.027  0.689  -0.567
C  -0.830  0.634  0.019
Se  3.139  -0.319  0.488
Se  -0.760  -2.427  0.100
C  -1.652  -0.526  -0.519
H  -0.677  2.040  1.705
C  -1.161  1.192  1.169
H  2.196  1.116  -1.397
H  -2.091  0.798  1.629
H  -2.636  -0.765  -0.173
C  2.238  0.068  -0.994
H  -1.764  -0.517  -1.613

Atom charges from the Löwdin analysis, given in e for atoms 1 to 5: atom 1 (H): -0.183, atom 2 (H): -0.153, atom 3 (H): 0.008, atom 4 (C): -0.283, atom 5 (Se): 0.751

7.
The following is a DFT calculation (ωB97M-V/def2-TZVPD) of 2 unconnected molecules or ions with the total composition C4H8Si in a non-equilibrium geometry.

The value obtained for the maximum force is 4.32 eV/Å. The value obtained for the energy relative to the best compared isomer or geometry (same formula, charge and spin) is 84.5 kcal/mol. The value obtained for the energy is -12150.473 eV. As for the total charge: 0. Its LUMO energy is 0.01418 Ha.

Element x y z (Å)
H  2.336  -1.502  -1.308
C  -0.023  2.020  0.098
C  1.812  -0.704  -0.786
H  2.390  -0.978  1.398
H  -0.972  2.350  -0.494
H  -1.345  -2.188  -0.103
H  -2.799  -1.217  0.738
H  -2.122  -0.868  -0.955
H  0.822  2.747  -0.284
H  -0.258  2.207  1.162
C  -1.966  -1.359  0.027
Si  0.313  0.158  -0.065
C  1.814  -0.665  0.572

Atom charges from the Löwdin analysis, given in e for atoms 1 to 5: atom 1 (H): 0.037, atom 2 (C): -0.272, atom 3 (C): -0.196, atom 4 (H): 0.025, atom 5 (H): 0.042

8.
The following is a DFT calculation (ωB97M-V/def2-TZVPD) of a molecular structure, C4H9AgMgO4 in a non-equilibrium geometry.

The value obtained for the maximum force is 3.82 eV/Å. The value obtained for the energy relative to the best compared isomer or geometry (same formula, charge and spin) is 82.3 kcal/mol. The value obtained for the energy is -21923.163 eV. As for the total charge: 0. Its LUMO energy is -0.01055 Ha.

Element x y z (Å)
H  1.441  2.940  1.558
C  -0.979  -0.851  1.769
C  3.290  1.522  0.344
O  -0.051  0.099  2.302
C  1.350  1.857  1.728
H  3.351  2.592  0.100
C  -0.105  1.450  1.845
H  3.915  1.294  1.219
H  3.607  0.926  -0.519
Ag  -1.637  -1.367  -1.984
O  -0.768  -1.104  0.451
Mg  0.843  -0.263  -0.312
H  1.924  1.622  2.638
H  -1.051  1.438  1.276
H  -0.588  2.575  2.021
H  -0.875  -1.752  2.400
O  -0.129  0.286  -1.829
O  1.945  1.165  0.628
H  -1.981  -0.407  1.946

Atom charges from the Löwdin analysis, given in e for atoms 1 to 5: atom 1 (H): 0.131, atom 2 (C): -0.409, atom 3 (C): -0.054, atom 4 (O): -0.136, atom 5 (C): -0.164

9.
The following is a DFT calculation (ωB97M-V/def2-TZVPD) of C4H9Br2P in the gas phase in a non-equilibrium geometry.

The value obtained for the maximum force is 3.79 eV/Å. The value obtained for the energy relative to the best compared isomer or geometry (same formula, charge and spin) is 28.3 kcal/mol. The value obtained for the energy is -153668.158 eV. The SMILES is CC(C)(C)P(Br)Br. As for the total charge: 0. Its LUMO energy is 0.02036 Ha.

Element x y z (Å)
H  0.686  -0.898  -1.329
H  1.179  -0.428  1.604
Br  -3.263  1.724  -0.156
H  0.065  1.752  -0.946
H  -0.615  -1.844  -1.010
C  -0.332  -0.786  -1.051
C  0.209  -0.779  1.442
Br  -3.327  -1.600  -0.296
P  -2.443  0.001  0.909
H  0.048  -1.813  1.200
C  -0.480  -0.037  0.248
H  -0.881  -0.293  -1.842
H  -0.309  2.158  0.881
H  1.165  1.194  0.454
H  -0.444  -0.762  2.341
C  0.055  1.359  0.146

Atom charges from the Löwdin analysis, given in e for atoms 1 to 5: atom 1 (H): 0.076, atom 2 (H): 0.053, atom 3 (Br): 0.204, atom 4 (H): 0.104, atom 5 (H): 0.044

10.
The following is a DFT calculation (ωB97M-V/def2-TZVPD) of a molecular structure, C4H9Br3FO3STl in a non-equilibrium geometry.

The value obtained for the maximum force is 4.09 eV/Å. The value obtained for the energy is -238783.685 eV. As for the total charge: +2. Its LUMO energy is -0.50863 Ha.

Element x y z (Å)
C  0.343  -1.387  -3.152
C  -1.232  2.013  0.513
H  -0.632  3.164  2.271
H  0.481  -1.521  -0.043
Br  -0.014  -1.031  -5.122
H  -1.113  2.437  -0.484
H  -2.350  2.759  2.150
Br  -1.372  -1.820  -2.293
H  -1.647  4.065  1.121
O  -1.665  -0.694  1.670
Br  0.996  0.305  -2.434
H  -2.089  1.340  0.480
Tl  4.543  -5.383  -1.220
O  0.133  0.197  3.262
H  1.740  -0.358  0.728
H  1.177  -1.887  1.572
C  0.955  -1.105  0.846
S  -0.328  -0.075  1.872
H  1.089  -2.161  -2.976
F  2.561  -3.259  -1.327
C  -1.479  3.095  1.589
O  -0.098  1.304  0.979

Atom charges from the Löwdin analysis, given in e for atoms 1 to 5: atom 1 (C): -1.423, atom 2 (C): -0.227, atom 3 (H): 0.099, atom 4 (H): -0.001, atom 5 (Br): 0.771

11.
The following is a DFT calculation (ωB97M-V/def2-TZVPD) of 2 unconnected molecules or ions with the total composition C4H9BrClNS in a non-equilibrium geometry.

The value obtained for the maximum force is 3.72 eV/Å. The value obtained for the energy relative to the best compared isomer or geometry (same formula, charge and spin) is 44.1 kcal/mol. The value obtained for the energy is -99179.279 eV. As for the total charge: 0. Its LUMO energy (spin up / spin down) is -0.02300 / -0.01386 Ha.

Element x y z (Å)
H  -1.587  -0.692  -1.073
C  -0.818  -1.418  -0.619
H  1.203  -1.440  0.163
H  -1.131  -1.495  0.365
H  1.071  1.074  -1.484
H  -0.235  3.498  -0.704
H  1.346  -1.278  -1.613
S  -0.168  1.337  0.530
H  -0.217  3.674  0.971
Cl  3.672  1.080  -1.269
H  -0.847  -2.372  -1.166
N  3.069  0.652  0.244
C  0.736  -0.985  -0.681
C  0.838  0.474  -0.631
Br  3.554  -0.879  1.061
C  0.344  3.113  0.248
H  1.400  3.258  0.282

Atom charges from the Löwdin analysis, given in e for atoms 1 to 5: atom 1 (H): 0.090, atom 2 (C): -0.100, atom 3 (H): 0.010, atom 4 (H): 0.027, atom 5 (H): 0.038

12.
The following is a DFT calculation (ωB97M-V/def2-TZVPD) of 2 unconnected molecules or ions with the total composition C4H9BrN in a non-equilibrium geometry.

The value obtained for the maximum force is 1.47 eV/Å. The value obtained for the energy relative to the best compared isomer or geometry (same formula, charge and spin) is 51.3 kcal/mol. The value obtained for the energy is -75816.023 eV. As for the total charge: +1. Its LUMO energy (spin up / spin down) is -0.17577 / -0.25486 Ha.

Element x y z (Å)
H  -0.606  -2.578  -0.229
C  0.278  -0.671  -0.416
Br  3.565  0.081  -0.004
H  0.664  2.385  0.956
H  1.136  1.876  -0.720
C  -0.992  1.494  -0.220
H  -1.782  1.851  0.429
C  0.412  1.802  0.080
C  0.261  -2.014  0.140
H  0.521  -0.486  -1.450
N  -0.107  0.447  0.343
H  -1.294  1.341  -1.248
H  0.235  -2.027  1.228
H  -0.254  0.216  1.330
H  1.127  -2.577  -0.215

Atom charges from the Löwdin analysis, given in e for atoms 1 to 5: atom 1 (H): 0.107, atom 2 (C): -0.120, atom 3 (Br): 0.109, atom 4 (H): 0.142, atom 5 (H): 0.107